P.
{
  "formula": "C3H9NS",
  "method": "ωB97M-V/def2-TZVPD",
  "smiles": "C[C@@H](N)CS",
  "homo_lumo_gap_ev": 9.682,
  "elements": ["H", "C", "C", "S", "H", "H", "H", "C", "H", "H", "H", "N", "H", "H"],
  "positions_angstrom": [[1.387, -1.817, -0.052], [-0.159, 1.096, 0.526], [-0.910, -0.988, -0.649], [1.043, 2.011, -0.535], [-0.431, -0.771, -1.607], [-1.902, -0.527, -0.666], [1.990, -0.611, 0.899], [-0.027, -0.425, 0.436], [0.156, 2.881, -1.022], [-0.297, -0.821, 1.429], [-0.022, 1.462, 1.545], [1.353, -0.824, 0.141], [-1.133, 1.403, 0.158], [-1.047, -2.070, -0.603]]
}


Q.
{
  "formula": "C3H9NS",
  "method": "ωB97M-V/def2-TZVPD",
  "smiles": "C=C.CSN",
  "homo_lumo_gap_ev": 9.041,
  "elements": ["H", "H", "H", "C", "S", "C", "H", "H", "N", "H", "H", "C", "H", "H"],
  "positions_angstrom": [[1.110, -2.089, 0.823], [0.452, 1.599, -1.226], [-2.132, -0.497, -0.447], [1.427, 0.884, -1.165], [1.531, 0.272, 0.496], [-1.236, 0.527, 1.065], [-2.003, -1.500, 1.012], [-1.266, 1.401, 0.313], [0.968, -1.362, 0.115], [-0.772, 0.884, 1.891], [2.288, 1.499, -1.205], [-1.754, -0.596, 0.614], [-0.097, -1.306, -0.088], [1.525, -0.026, -1.739]]
}


Which structure is the least stable? The one labeled Q.


P.
{
  "formula": "C3H9NS",
  "method": "ωB97M-V/def2-TZVPD",
  "smiles": "C=N.CSC",
  "homo_lumo_gap_ev": 9.375,
  "elements": ["N", "C", "H", "H", "C", "H", "H", "H", "C", "H", "H", "H", "S", "H"],
  "positions_angstrom": [[-2.563, 0.350, -0.760], [1.114, -1.080, -1.194], [1.327, -0.734, -2.199], [0.031, -1.203, -1.207], [-2.380, 0.748, 0.423], [-0.081, 0.477, 1.685], [-2.571, 1.151, -1.391], [1.635, -2.002, -0.970], [0.615, -0.327, 1.468], [-2.543, 0.107, 1.284], [1.374, -0.374, 2.247], [-1.953, 1.735, 0.640], [1.526, 0.243, -0.039], [0.227, -1.298, 1.182]]
}


Q.
{
  "formula": "C3H9NS",
  "method": "ωB97M-V/def2-TZVPD",
  "smiles": "C=N.CSC",
  "homo_lumo_gap_ev": 9.468,
  "elements": ["S", "H", "H", "H", "C", "H", "C", "H", "H", "H", "C", "H", "H", "N"],
  "positions_angstrom": [[0.610, -3.271, -1.394], [0.779, -1.235, -0.160], [0.783, 5.433, 0.393], [-1.045, 3.510, 1.449], [-0.302, -3.732, 0.078], [1.488, -1.112, -1.741], [-0.099, 4.990, 0.851], [-1.134, -3.051, 0.228], [-0.711, -4.735, -0.052], [-0.272, -0.985, -1.571], [0.620, -1.488, -1.209], [0.323, -3.750, 0.978], [-0.886, 5.687, 1.149], [-0.155, 3.739, 1.000]]
}


R.
{
  "formula": "C3H9NS",
  "method": "ωB97M-V/def2-TZVPD",
  "smiles": "CNCCS",
  "homo_lumo_gap_ev": 9.876,
  "elements": ["H", "H", "C", "S", "N", "H", "H", "H", "H", "C", "H", "H", "C", "H"],
  "positions_angstrom": [[1.906, 0.800, -3.077], [0.010, -0.442, -2.196], [0.459, -0.396, -0.003], [2.136, 0.851, -1.777], [-0.782, -0.793, 0.620], [-2.214, 0.021, 1.958], [-0.953, -1.684, 1.060], [-0.990, 1.156, 1.378], [1.151, -1.250, -0.111], [-1.159, 0.133, 1.727], [0.905, 0.386, 0.617], [-0.536, -0.013, 2.608], [0.411, 0.219, -1.428], [-0.345, 1.012, -1.376]]
}


Which structure is the least stable? The one labeled P.


P.
{
  "formula": "C12H24O24S6",
  "method": "ωB97M-V/def2-TZVPD",
  "homo_lumo_gap_ev": 10.602,
  "elements": ["O", "O", "S", "O", "H", "H", "S", "O", "H", "S", "H", "C", "H", "O", "H", "H", "C", "C", "O", "H", "H", "O", "O", "H", "H", "H", "S", "H", "H", "O", "C", "O", "C", "C", "H", "O", "O", "H", "O", "H", "O", "C", "H", "O", "H", "C", "C", "O", "O", "H", "O", "H", "C", "C", "O", "O", "O", "O", "S", "H", "O", "H", "H", "C", "S", "O"],
  "positions_angstrom": [[4.964, -1.240, -3.259], [-2.971, -0.771, 5.611], [0.685, 0.662, -0.350], [-1.291, -2.494, 5.400], [0.409, -0.818, 2.550], [-2.965, -1.678, 8.137], [-4.938, -0.745, 2.196], [7.129, -2.359, -3.682], [3.261, -2.297, -3.416], [6.419, -1.623, -2.707], [-3.488, -3.312, 1.638], [-2.562, -0.702, 7.877], [3.406, -1.436, -1.842], [-1.275, -0.833, 7.252], [4.786, -3.951, -2.825], [-0.206, -1.567, -4.980], [-0.155, -0.490, -5.150], [0.993, 0.095, -4.355], [7.000, -0.489, -2.111], [-4.452, -0.319, 6.869], [-2.410, -0.029, 8.715], [-0.629, -0.156, 5.040], [1.841, 0.158, -0.968], [2.285, 2.765, -2.370], [-5.767, -3.928, 1.366], [-3.898, -3.774, 3.314], [-1.422, -1.113, 5.695], [3.299, 4.299, -4.593], [1.583, 4.085, -4.180], [-5.884, -1.883, 1.574], [3.931, -2.002, -2.609], [-5.611, -0.059, 3.231], [2.562, 4.371, -3.802], [-4.116, -3.086, 2.501], [1.957, 0.042, -4.857], [-4.370, -0.076, 1.086], [-1.298, 0.136, -4.585], [1.065, -0.468, -3.421], [-1.600, 2.186, -3.297], [-1.910, 0.340, 0.935], [0.568, 5.446, -1.926], [2.941, 3.626, -2.489], [4.159, -3.685, -1.223], [0.649, 1.449, -4.003], [-1.576, -1.363, 1.217], [-5.588, -3.166, 2.123], [4.692, -3.200, -2.036], [-3.919, -1.738, 2.923], [0.107, 1.884, -0.737], [-0.423, 0.719, 2.686], [0.967, 0.657, 1.215], [-3.266, 1.025, 6.663], [-1.121, -0.411, 0.959], [-3.402, -0.047, 6.785], [2.507, 5.751, -3.387], [2.793, 4.535, -1.411], [2.423, 6.960, -1.273], [5.893, -2.612, -1.579], [-0.913, 1.676, -4.396], [-6.270, -3.372, 2.951], [-0.437, -0.456, -0.284], [3.967, 3.270, -2.540], [-0.075, -0.413, -6.237], [-0.055, -0.019, 1.976], [1.942, 5.800, -1.912], [-0.920, 2.243, -5.692]]
}


Q.
{
  "formula": "C12H24O24S6",
  "method": "ωB97M-V/def2-TZVPD",
  "smiles": "O=S1(=O)OCCO1.O=S1(=O)OCCO1.O=S1(=O)OCCO1.O=S1(=O)OCCO1.O=S1(=O)OCCO1.O=S1(=O)OCCO1",
  "homo_lumo_gap_ev": 10.920,
  "elements": ["C", "O", "H", "O", "O", "O", "H", "S", "O", "O", "H", "C", "H", "H", "O", "C", "O", "C", "H", "H", "H", "H", "O", "H", "C", "H", "O", "H", "O", "O", "S", "H", "H", "S", "H", "H", "H", "O", "O", "H", "H", "O", "O", "O", "O", "C", "C", "O", "C", "O", "C", "C", "O", "O", "S", "C", "O", "H", "S", "H", "H", "S", "H", "O", "C", "H"],
  "positions_angstrom": [[1.951, 1.740, 1.433], [-4.989, 3.543, 1.936], [2.058, -2.094, -4.605], [3.309, 0.784, -5.087], [-0.155, -3.397, -0.352], [4.679, 0.975, 3.862], [-0.241, -3.068, 3.899], [0.761, -3.612, 0.781], [-6.477, -1.205, -4.347], [0.543, 1.798, 1.455], [-2.978, -0.760, -1.500], [1.684, -1.671, -3.673], [-3.818, 1.262, -2.173], [2.982, 0.390, -0.058], [-0.116, -3.938, 2.197], [-0.470, -2.723, 2.891], [-4.776, -1.312, -2.287], [2.338, 1.270, -0.035], [-5.018, 5.268, -1.842], [-2.773, 3.701, -1.543], [2.739, 2.047, -0.686], [3.518, -2.232, -2.414], [-3.874, 2.678, -0.104], [2.393, 2.685, 1.749], [5.216, -2.550, 3.901], [2.264, 0.996, 2.166], [1.374, -2.115, 1.369], [-3.001, -1.550, -3.229], [1.265, -0.407, -4.064], [2.007, 1.960, -3.285], [-5.967, -0.472, -3.208], [-2.791, 1.095, -3.570], [0.902, -1.086, 3.173], [2.496, 0.685, -3.839], [-1.532, -2.535, 2.735], [-3.476, 4.680, -0.053], [2.226, -1.413, -1.571], [-0.070, 2.953, -0.671], [1.185, 0.792, -0.660], [6.966, -1.400, 4.393], [0.742, -2.155, -3.416], [-6.829, 0.281, -2.347], [3.335, -0.268, -2.773], [4.437, -1.565, 3.266], [-5.858, 3.886, -0.521], [2.718, -1.502, -2.539], [0.422, -1.546, 2.309], [-5.949, 1.508, 0.628], [-3.578, 0.597, -3.003], [-4.789, 0.502, -3.815], [-3.430, -0.880, -2.484], [-3.557, 3.903, -0.814], [-1.365, 0.907, 0.027], [2.823, -0.389, 4.888], [-5.298, 2.864, 0.626], [-4.857, 4.243, -1.510], [5.229, -0.926, 5.492], [5.662, -3.300, 3.249], [-0.119, 1.638, -0.006], [6.550, -2.429, 5.728], [4.444, -3.116, 4.422], [4.170, -0.312, 4.361], [-0.121, -0.739, 1.818], [1.882, -4.560, 0.587], [6.118, -1.830, 4.926], [-5.114, 3.424, -2.182]]
}


Which structure is the least stable? The one labeled Q.


P.
{
  "formula": "C5H13N2",
  "method": "ωB97M-V/def2-TZVPD",
  "homo_lumo_gap_ev": [8.162, 8.660],
  "total_charge": 1,
  "elements": ["C", "H", "H", "C", "H", "H", "C", "H", "H", "C", "H", "H", "H", "H", "H", "N", "H", "H", "C", "N"],
  "positions_angstrom": [[1.206, 1.728, 0.620], [2.287, 0.227, -0.456], [0.336, -2.581, -0.444], [0.339, -0.548, -0.001], [1.029, 0.846, -1.479], [0.195, -2.002, 1.502], [1.257, 0.516, -0.459], [-2.422, 0.194, -1.579], [-3.834, 0.641, -0.581], [-2.725, 0.459, -0.571], [1.640, 1.247, 1.516], [0.536, -1.455, -1.839], [-2.055, 0.520, 1.585], [-0.870, -1.604, -1.115], [0.941, -0.712, 1.877], [0.815, -1.329, 1.103], [0.101, 1.937, 0.759], [1.822, 2.643, 0.360], [-2.086, 0.262, 0.510], [0.120, -1.664, -0.943]]
}


Q.
{
  "formula": "C5H13N2",
  "method": "ωB97M-V/def2-TZVPD",
  "smiles": "CN/C=C/CC[NH3+]",
  "homo_lumo_gap_ev": 7.344,
  "total_charge": 1,
  "elements": ["H", "C", "H", "H", "N", "H", "H", "H", "C", "H", "H", "H", "H", "H", "H", "H", "C", "N", "C", "C"],
  "positions_angstrom": [[1.066, -0.497, 1.689], [-0.366, 2.949, -1.988], [0.217, -2.891, 2.092], [-1.035, -1.722, -0.149], [-0.103, -2.059, 2.581], [-1.337, 2.698, -2.415], [-0.574, -0.106, 1.738], [0.181, 3.597, -2.666], [0.549, -0.482, -0.815], [1.182, 1.630, -2.439], [-1.059, 0.900, -0.657], [-0.485, 3.478, -1.044], [-1.082, -2.278, 2.762], [0.280, -2.011, 3.526], [0.604, -2.440, 0.127], [1.569, -0.660, -1.126], [0.004, -1.529, 0.126], [0.398, 1.704, -1.804], [0.084, -0.954, 1.563], [-0.092, 0.673, -1.099]]
}


R.
{
  "formula": "C5H13N2",
  "method": "ωB97M-V/def2-TZVPD",
  "homo_lumo_gap_ev": 9.447,
  "total_charge": 1,
  "elements": ["H", "H", "H", "H", "H", "H", "H", "C", "C", "H", "C", "H", "C", "H", "H", "N", "H", "N", "C", "H"],
  "positions_angstrom": [[-1.527, -0.621, 2.122], [-0.983, 1.098, 2.123], [-2.085, 1.297, -1.153], [1.026, 2.042, -1.239], [2.714, -0.688, 0.861], [-1.563, 2.179, 0.137], [0.139, -0.290, 1.957], [1.899, -0.947, 0.132], [-0.904, 0.138, 1.665], [-2.293, -1.384, -0.767], [-0.995, 0.157, 0.186], [-0.791, -1.980, -0.325], [1.195, 0.196, -0.383], [2.344, -1.414, -0.819], [2.515, 1.389, -1.234], [1.594, 1.236, -0.950], [-0.740, -0.987, -1.734], [-1.481, 1.317, -0.393], [-1.290, -1.080, -0.697], [1.226, -1.658, 0.511]]
}


S.
{
  "formula": "C5H13N2",
  "method": "ωB97M-V/def2-TZVPD",
  "smiles": "C[C@H](N)C/C=C/[NH3+]",
  "homo_lumo_gap_ev": 8.266,
  "total_charge": 1,
  "elements": ["H", "H", "C", "H", "H", "C", "N", "N", "H", "H", "H", "H", "H", "H", "H", "C", "C", "H", "H", "C"],
  "positions_angstrom": [[2.620, 2.272, 0.429], [-1.776, -0.426, -2.006], [-0.911, 0.576, 0.531], [1.646, -0.465, -0.090], [-1.517, 1.240, -0.199], [-1.095, -1.131, -1.426], [-2.376, -1.310, 0.566], [2.793, 1.265, 0.525], [0.382, 2.327, -0.060], [-2.305, -1.457, 1.620], [-1.226, -2.245, -1.730], [3.523, 1.088, -0.089], [-2.476, -2.072, -0.142], [-1.193, 0.773, 1.514], [3.158, 1.127, 1.498], [-0.981, -0.829, 0.051], [1.583, 0.572, 0.161], [-0.300, -1.571, 0.481], [-0.002, -0.957, -1.906], [0.454, 1.224, 0.272]]
}


Which structure is the least stable? The one labeled P.